The following is a DFT calculation (ωB97M-V/def2-TZVPD) of C10H23N5S6SbTi as an isolated structure.

Properties
* energy above the lowest of the compared OMol25 structures with the same formula, charge and spin: 0.000 eV
* LUMO (alpha / beta): -0.2561 / -0.3158 Ha
* orbital gap (alpha / beta): 6.431 / 4.790 eV
* highest occupied orbital energy (alpha / beta): -13.40 / -13.38 eV
* spin multiplicity: 2
* net charge: +2

```
46
C10H23N5S6SbTi | OMol25 | ωB97M-V/def2-TZVPD
Ti 6.32609 7.22184 11.35021
C 7.31548 5.42667 15.72108
C 6.68185 6.78214 15.49476
S 7.13288 7.48062 13.93814
C 8.46978 8.63168 14.47756
C 9.39939 8.89599 13.28400
S 9.47252 7.53971 12.09293
C 10.30733 6.14190 13.03415
C 9.32827 5.04481 13.55300
S 9.07799 5.20429 15.32097
H 6.71925 4.76792 15.10361
H 7.25854 5.16292 16.77126
H 6.94521 7.48792 16.33660
H 5.57299 6.62704 15.45190
H 9.04350 8.23704 15.34486
H 8.02280 9.59937 14.78337
H 10.42218 9.17726 13.66821
H 9.02402 9.71322 12.64344
H 10.87668 6.57700 13.89322
H 10.94876 5.68987 12.22213
H 9.70818 4.02876 13.39428
H 8.36189 4.99999 13.05189
C 5.22034 9.06833 6.61437
N 5.97710 8.10810 7.36017
C 5.99939 6.70848 6.86437
C 6.30824 8.37173 8.63176
N 6.72395 7.41205 9.43220
N 6.04106 9.64992 9.12042
C 6.31300 10.13153 10.38312
N 6.06659 11.44990 10.59487
N 6.66895 9.29532 11.34870
H 5.23483 8.79424 5.57720
H 5.76578 10.06667 6.63761
H 4.19263 9.21723 6.96184
H 6.50477 6.03803 7.57837
H 6.46872 6.70241 5.87171
H 4.97276 6.29424 6.83584
H 7.18840 6.56625 9.01252
H 5.75262 10.22733 8.32594
H 5.82426 12.05795 9.80367
H 6.24494 11.86678 11.52420
H 6.74905 9.67876 12.30136
S 4.08714 4.80444 14.64402
Sb 3.95459 4.92872 12.34586
S 4.11780 7.27532 11.47050
S 6.45033 4.93350 11.80608
```

Löwdin population analysis, charges in e, atoms 1 to 8:
1. Ti 0.205
2. C -0.540
3. C -0.533
4. S 0.761
5. C -0.439
6. C -0.538
7. S 0.802
8. C -0.436

***

The following is a DFT calculation (ωB97M-V/def2-TZVPD) of a 3-piece molecular cluster, C3H8NS2 overall.

Properties
* energy above the lowest of the compared OMol25 structures with the same formula, charge and spin: 12.497 eV
* LUMO: -0.3281 Ha
* orbital gap: 3.231 eV
* highest occupied orbital energy: -12.16 eV
* spin multiplicity: 1
* net charge: +1

```
14
C3H8NS2 | OMol25 | ωB97M-V/def2-TZVPD
S 2.01649 0.33870 1.77300
S -1.39718 -2.42890 0.65268
H 1.18724 -0.68020 1.88551
H -1.02352 -1.43123 -0.08728
C -0.92945 1.34080 -1.52637
C -0.86197 1.07962 -2.92089
C 0.61295 1.59565 -0.59496
N -0.29749 0.52526 -0.24765
H -1.67350 2.05242 -0.99715
H -0.94487 0.05205 -3.32139
H -0.60670 1.89680 -3.64478
H 1.49409 1.30708 -1.14694
H 0.62603 2.52862 0.02698
H 0.18559 -0.05562 0.46102
```

Löwdin population analysis, charges in e, atoms 1 to 8:
1. S 0.544
2. S 0.593
3. H -0.306
4. H -0.366
5. C -0.099
6. C 0.253
7. C -0.060
8. N -0.153

***

The following is a DFT calculation (ωB97M-V/def2-TZVPD) of a 2-piece molecular cluster, C28H41N4O5 overall.

Properties
* energy above the lowest of the compared OMol25 structures with the same formula, charge and spin: 0.000 eV
* LUMO: 0.0250 Ha
* orbital gap: 3.729 eV
* highest occupied orbital energy: -3.05 eV
* spin multiplicity: 1
* net charge: -1

```
78
C28H41N4O5 | OMol25 | ωB97M-V/def2-TZVPD
C -1.56167 -2.06828 -0.26175
C -0.16062 -1.61009 0.07875
O -0.28118 -0.92042 1.36656
C 0.89351 -0.60198 1.96154
C 0.70777 -0.27151 3.37119
C 1.84868 -0.07839 4.21136
O 1.67817 0.35294 5.37285
C 3.27740 -0.38043 3.76167
C 3.94268 0.88538 3.25815
C 3.76970 2.07923 4.23110
C 2.71545 3.07502 3.71832
C 1.61213 3.54246 4.67995
C 0.28317 3.88603 3.96386
C -0.60239 2.71897 3.51126
C -1.34819 1.89053 4.55906
C -1.73085 0.50333 4.01452
C -0.61410 -0.53752 4.06036
O 1.94914 -0.62376 1.33154
H -1.52159 -2.61311 -1.20889
H -1.91398 -2.76607 0.51284
H -2.24533 -1.20954 -0.34699
H 0.53182 -2.46212 0.18603
H 0.24254 -0.91358 -0.68166
H 3.83025 -0.81811 4.60255
H 3.22939 -1.11040 2.94985
H 5.00572 0.68445 3.08307
H 3.49099 1.09127 2.28199
H 3.49875 1.67810 5.21463
H 4.74932 2.57059 4.32889
H 3.28530 3.95890 3.39341
H 2.24521 2.66253 2.81366
H 1.45361 2.80935 5.48414
H 1.97583 4.45900 5.16853
H -0.28836 4.55387 4.61880
H 0.52202 4.46637 3.05998
H -1.36568 3.14278 2.84255
H -0.01589 2.03264 2.88757
H -0.74327 1.78853 5.46916
H -2.27451 2.41404 4.84180
H -2.51834 0.09478 4.65680
H -2.15118 0.56647 3.00097
H -0.99862 -1.48261 3.64972
H -0.37327 -0.72150 5.12009
C 0.13051 2.54988 -2.85458
C 0.25928 1.04957 -2.79628
C 1.43585 0.43285 -2.35801
C 1.81249 -0.91622 -2.86430
O 1.48727 -1.97448 -2.29582
N 2.52761 -1.00433 -4.06788
C 2.96415 -2.30237 -4.55396
C 3.27214 0.10917 -4.61950
N -0.76010 0.21994 -3.19640
N -1.94340 0.75847 -3.24591
C -3.00283 -0.18737 -3.01500
N -2.90237 -1.26414 -3.86038
C -3.85583 -2.25714 -4.12047
C -3.98870 -2.71229 -5.44481
C -5.06150 -3.51960 -5.80863
C -5.98013 -3.93942 -4.83788
C -5.73734 -3.64707 -3.48674
C -4.66529 -2.81902 -3.12063
O -3.85905 0.04594 -2.17126
H 1.03314 2.98576 -3.31832
H -0.73445 2.81171 -3.48189
H 0.00724 2.99302 -1.85448
H 2.20388 1.02396 -1.84092
H 2.20684 -3.06646 -4.36379
H 3.13129 -2.20825 -5.63611
H 3.91495 -2.61890 -4.08800
H 2.64460 1.00638 -4.66737
H 4.17999 0.34544 -4.03863
H 3.57417 -0.16973 -5.63646
H -2.15942 -1.11843 -4.53563
H -3.25187 -2.37884 -6.16956
H -5.19373 -3.80373 -6.85041
H -6.86478 -4.50261 -5.12464
H -6.40034 -4.04518 -2.71927
H -4.45381 -2.59466 -2.07584
```

Löwdin population analysis, charges in e, atoms 1 to 8:
1. C -0.075
2. C -0.222
3. O -0.043
4. C -0.488
5. C -0.130
6. C -0.406
7. O -0.061
8. C -0.142

***

The following is a DFT calculation (ωB97M-V/def2-TZVPD) of an isolated ion of composition C4H10N2O and charge +1.

Properties
* energy above the lowest of the compared OMol25 structures with the same formula, charge and spin: 2.856 eV
* LUMO (alpha / beta): -0.1714 / -0.3358 Ha
* orbital gap (alpha / beta): 8.744 / 3.974 eV
* highest occupied orbital energy (alpha / beta): -13.41 / -13.11 eV
* spin multiplicity: 2
* net charge: +1

```
17
C4H10N2O | OMol25 | ωB97M-V/def2-TZVPD
O 0.08941 -0.43167 -3.25548
C 0.13718 -0.24404 -2.04203
N -0.96512 -0.79297 -1.22033
C -1.12278 -0.26045 0.18308
C -0.08217 -0.42785 1.28621
C 0.73818 0.88046 1.42246
N 1.21439 1.11797 2.82488
H 0.98591 0.00924 -1.47136
H -1.63831 -1.42072 -1.66441
H -1.29354 0.83490 0.12305
H -1.98111 -0.69377 0.56446
H 0.72799 -1.22050 1.30922
H -0.78066 -0.68388 2.16154
H 0.07898 1.78492 1.24965
H 1.64580 0.94866 0.78209
H 1.25508 0.20415 3.35595
H 0.51729 1.72664 3.30344
```

Löwdin population analysis, charges in e, atoms 1 to 8:
1. O 0.172
2. C -0.125
3. N 0.255
4. C -0.129
5. C -0.162
6. C -0.288
7. N -0.009
8. H 0.131

***

The following is a DFT calculation (ωB97M-V/def2-TZVPD) of one molecule with the formula C8H14BNO2S.

Properties
* SMILES: [H]/N=C/[C@H](C=S)B1OCC(C)(C)CO1
* energy above the lowest of the compared OMol25 structures with the same formula, charge and spin: 0.205 eV
* LUMO (alpha / beta): -0.0091 / -0.0091 Ha
* orbital gap (alpha / beta): 8.401 / 8.400 eV
* highest occupied orbital energy (alpha / beta): -8.65 / -8.65 eV
* spin multiplicity: 1
* net charge: 0

```
27
C8H14BNO2S | OMol25 | ωB97M-V/def2-TZVPD
B 0.66051 -0.58963 -0.37886
C 2.11141 -2.12085 -2.03412
C -0.22162 -1.87798 -2.49617
C -0.04523 0.05602 1.81449
C 0.21811 1.70758 0.02325
C -0.71756 1.24676 1.20062
C -0.78907 2.31584 2.32146
C -2.10521 0.85554 0.64696
C 0.79316 -1.92842 -1.24866
N 2.79338 -3.19815 -1.98791
O 0.33631 -0.96396 0.91441
O 0.74553 0.61354 -0.77208
S -1.85184 -1.82493 -2.37134
H 2.30159 -1.29314 -2.83085
H 0.19189 -1.86422 -3.49505
H 0.92379 0.39807 2.33779
H -0.61224 -0.37123 2.60771
H -0.44803 2.22538 -0.77015
H 1.06518 2.27340 0.52619
H -1.18618 3.30804 1.83862
H 0.19721 2.41846 2.85031
H -1.55444 2.04925 2.94926
H -2.55954 1.66818 0.06074
H -2.63422 0.74073 1.45536
H -2.02733 0.02028 -0.11890
H 0.72321 -2.76788 -0.51918
H 3.69124 -3.09666 -2.52386
```

Löwdin population analysis, charges in e, atoms 1 to 8:
1. B -0.752
2. C -0.263
3. C -0.562
4. C -0.159
5. C -0.051
6. C -0.513
7. C -0.030
8. C -0.003

***

The following is a DFT calculation (ωB97M-V/def2-TZVPD) of a 9-piece molecular cluster, C36H45N9 overall.

Properties
* energy above the lowest of the compared OMol25 structures with the same formula, charge and spin: 0.002 eV
* LUMO (alpha / beta): 0.0811 / 0.0796 Ha
* orbital gap (alpha / beta): 1.414 / 7.411 eV
* highest occupied orbital energy (alpha / beta): 0.79 / -5.24 eV
* spin multiplicity: 2
* net charge: -1

```
90
C36H45N9 | OMol25 | ωB97M-V/def2-TZVPD
N -1.93607 1.26775 -2.28677
C -3.25348 1.03860 -1.92449
C -3.96598 2.20945 -2.13301
C -3.09132 3.12615 -2.70515
C -1.86121 2.54625 -2.75036
H -1.17111 0.62743 -2.12894
H -3.45784 0.01943 -1.63135
H -4.99566 2.46777 -1.93443
H -3.28976 4.14995 -2.98595
H -0.91080 2.99147 -3.00510
N -1.89190 -4.19626 3.83453
C -2.40478 -2.90517 3.93039
C -1.52641 -2.00366 3.33330
C -0.53661 -2.83139 2.77580
C -0.78444 -4.19433 3.08234
H -2.29286 -4.99145 4.31098
H -3.39132 -2.74502 4.33965
H -1.69739 -0.94335 3.21970
H 0.35339 -2.48278 2.27303
H -0.28873 -5.10244 2.77248
N 3.85775 -1.82104 -1.02651
C 4.26044 -1.02505 -2.08945
C 4.46325 0.26615 -1.65397
C 4.05887 0.28918 -0.32371
C 3.93101 -1.01708 0.11068
H 3.57641 -2.78464 -1.13799
H 4.23199 -1.30816 -3.13130
H 4.65084 1.09922 -2.31519
H 3.89521 1.14468 0.31484
H 3.57912 -1.34485 1.07770
N -4.27723 -2.47492 0.13376
C -3.72418 -3.62451 0.64180
C -3.51515 -4.53813 -0.42473
C -3.83478 -3.86743 -1.61668
C -4.38478 -2.59657 -1.23104
H -4.54349 -1.62820 0.61570
H -3.59406 -3.75161 1.70637
H -3.30775 -5.59624 -0.36313
H -3.77822 -4.25256 -2.62409
H -4.75598 -1.71871 -1.73894
N 4.02929 0.46437 4.50042
C 3.61744 0.39237 3.19948
C 2.42195 -0.41034 3.16174
C 2.22609 -0.85919 4.42633
C 3.11050 -0.17469 5.21216
H 4.87477 0.89626 4.84500
H 4.21860 0.90878 2.46578
H 1.90880 -0.76359 2.27953
H 1.38118 -1.43902 4.76740
H 3.29478 -0.16375 6.27627
N -1.22076 -1.54675 -0.35040
C -0.91073 -1.74473 -1.64251
C 0.21523 -0.89018 -1.98272
C 0.49796 -0.09604 -0.89600
C -0.46196 -0.45207 0.09776
H -1.81898 -2.04051 0.29647
H -1.45552 -2.54435 -2.12231
H 0.78664 -1.00539 -2.89191
H 1.29097 0.63621 -0.93285
H -0.53473 -0.11476 1.12114
N 0.99037 5.51723 -0.71180
C 2.11997 4.87659 -0.33704
C 1.76879 3.60268 0.02129
C 0.41816 3.46375 -0.18452
C -0.09033 4.79077 -0.65596
H 1.01120 6.44962 -1.09950
H 3.06088 5.39088 -0.46592
H 2.35780 2.72726 0.25174
H -0.14923 2.57925 0.06475
H -0.99629 5.23448 -1.04166
N 0.47806 1.54053 4.65374
C -0.09382 1.82134 3.45366
C -1.46363 2.07483 3.65253
C -1.73866 1.93902 5.03971
C -0.57191 1.60503 5.57154
H 1.41385 1.17729 4.76536
H 0.40263 1.71052 2.50095
H -2.18073 2.33317 2.88739
H -2.71307 2.06749 5.48739
H -0.31232 1.54519 6.61817
N 0.61852 1.17469 -6.76099
C 0.31523 0.21217 -5.80777
C 1.02479 -0.91463 -6.16964
C 1.77040 -0.60999 -7.31899
C 1.49018 0.65808 -7.74216
H 0.16819 2.07745 -6.80942
H -0.44549 0.25550 -5.04237
H 1.07872 -1.89273 -5.71486
H 2.44971 -1.29557 -7.80368
H 1.95189 1.33722 -8.44357
```

Löwdin population analysis, charges in e, atoms 1 to 8:
1. N 0.045
2. C -0.111
3. C -0.126
4. C -0.151
5. C -0.174
6. H 0.064
7. H 0.070
8. H 0.084